[1]
C27H29N5O4S3SeV as an isolated structure at a distorted geometry. Source: OMol25; level of theory: ωB97M-V/def2-TZVPD.

Each line ends with the natural charge from an NBO analysis.
Element x y z (Å)
V1 0.017 -0.424 0.242  0.968
C1 1.724 -5.017 -0.171  -0.614
C2 0.416 -5.792 -0.023  -0.076
C3 0.229 -6.687 -1.258  -0.600
C4 0.506 -6.661 1.241  -0.600
C5 -0.787 -4.865 0.096  0.076
C6 -2.075 -5.417 0.284  -0.168
C7 -3.215 -4.655 0.399  -0.173
C8 -3.080 -3.268 0.326  -0.236
S1 -4.272 -2.011 0.422  0.586
C9 -3.062 -0.820 0.235  0.112
N1 -1.843 -1.315 0.104  -0.565
C10 -1.827 -2.703 0.138  0.177
C11 -0.681 -3.488 0.019  -0.273
C12 -3.348 0.613 0.152  -0.101
C13 -4.570 1.142 0.542  -0.144
C14 -4.837 2.493 0.360  -0.136
C15 -3.906 3.325 -0.245  -0.158
C16 -2.689 2.817 -0.669  -0.143
C17 -2.401 1.472 -0.455  -0.099
H1 2.557 -5.715 -0.244  0.250
H2 1.918 -4.384 0.703  0.193
H3 1.741 -4.407 -1.079  0.201
H4 1.091 -7.346 -1.368  0.232
H5 0.138 -6.091 -2.168  0.214
H6 -0.657 -7.316 -1.173  0.218
H7 1.370 -7.322 1.169  0.233
H8 -0.375 -7.290 1.369  0.218
H9 0.620 -6.048 2.137  0.212
H10 -2.175 -6.492 0.337  0.243
H11 -4.179 -5.123 0.543  0.253
H12 0.294 -3.033 -0.158  0.184
H13 -5.322 0.508 0.995  0.243
H14 -5.787 2.894 0.685  0.253
H15 -4.131 4.372 -0.393  0.254
H16 -1.955 3.460 -1.136  0.242
Se1 0.320 -1.063 2.568  0.290
C18 -0.159 0.665 2.194  0.023
N2 -0.377 1.607 1.539  -0.358
S2 -0.196 0.506 -2.008  0.452
C19 -1.152 0.889 -0.812  -0.155
C20 7.819 5.157 -2.358  -0.622
C21 6.601 4.252 -2.213  -0.656
S3 7.121 2.546 -2.289  2.191
O1 7.939 2.266 -1.142  -0.939
O2 7.569 2.262 -3.617  -0.913
C22 5.604 1.586 -2.052  -0.693
C23 5.351 1.326 -0.579  -0.231
N3 4.163 0.466 -0.381  -0.294
C24 2.902 0.894 -0.207  0.461
N4 2.083 -0.150 -0.016  -0.581
C25 2.852 -1.286 -0.080  -0.064
C26 4.127 -0.911 -0.318  0.225
N5 5.247 -1.807 -0.513  0.520
O3 6.269 -1.339 -0.963  -0.330
O4 5.035 -2.962 -0.225  -0.330
C27 2.480 2.318 -0.211  -0.681
H17 7.499 6.195 -2.298  0.234
H18 8.304 4.997 -3.319  0.241
H19 8.539 4.967 -1.563  0.238
H20 5.884 4.403 -3.021  0.237
H21 6.104 4.400 -1.252  0.221
H22 5.805 0.654 -2.582  0.274
H23 4.775 2.095 -2.546  0.230
H24 5.179 2.240 -0.016  0.225
H25 6.203 0.823 -0.135  0.284
H26 2.478 -2.289 0.048  0.255
H27 3.260 2.966 0.182  0.261
H28 1.596 2.450 0.409  0.259
H29 2.254 2.650 -1.227  0.251

Its charge is +2. The value obtained for the HOMO energy (alpha / beta) is -0.5349 / -0.5345 hartree. As for the orbital gap (alpha / beta): 0.2265 / 0.2345 Ha. For the energy relative to the best compared isomer or geometry (same formula, charge and spin), the calculation gives 8.5 kcal per mole. The spin multiplicity is 2.

[2]
C27H30AsN2PRuS6 as an isolated structure. Source: OMol25; level of theory: ωB97M-V/def2-TZVPD.

Each line ends with the natural charge from an NBO analysis.
Element x y z (Å)
Ru1 0.601 0.315 0.387  0.790
C1 -4.059 2.142 -0.630  -0.664
C2 -3.012 2.407 0.405  0.084
N1 -2.217 1.517 0.908  -0.470
C3 -1.443 2.033 1.931  0.084
C4 -1.638 3.357 2.169  -0.425
S1 -2.852 3.971 1.139  0.438
C5 -0.726 1.087 2.805  0.080
C6 -0.252 1.352 4.047  -0.414
S2 0.177 -0.104 4.829  0.457
C7 -0.319 -1.007 3.441  0.132
N2 -0.730 -0.256 2.460  -0.515
C8 -0.351 -2.496 3.444  -0.673
H1 -3.733 2.452 -1.624  0.237
H2 -4.969 2.693 -0.394  0.234
H3 -4.285 1.078 -0.640  0.237
H4 -1.130 3.993 2.878  0.250
H5 -0.103 2.310 4.520  0.248
H6 -1.149 -2.847 4.102  0.231
H7 0.595 -2.910 3.788  0.251
H8 -0.542 -2.847 2.434  0.258
S3 1.991 2.067 1.527  -0.631
As1 3.074 1.062 -0.050  0.597
S4 1.306 -1.986 0.388  -0.169
S5 0.888 -0.057 -2.468  -0.515
S6 4.911 0.378 0.594  -0.469
C9 -2.212 -0.256 -2.051  -0.997
P1 -0.902 0.573 -2.983  1.326
C10 -1.102 2.381 -2.833  -0.330
C11 -2.054 3.046 -3.606  -0.217
C12 -2.152 4.429 -3.549  -0.221
C13 -1.302 5.153 -2.724  -0.190
C14 -0.350 4.497 -1.956  -0.197
C15 -0.249 3.116 -2.017  -0.203
C16 -1.227 0.267 -4.738  -0.315
C17 -2.098 -0.715 -5.191  -0.216
C18 -2.223 -0.952 -6.554  -0.208
C19 -1.479 -0.215 -7.462  -0.193
C20 -0.609 0.772 -7.013  -0.194
C21 -0.476 1.008 -5.655  -0.208
H9 -3.205 0.005 -2.416  0.242
H10 -2.105 0.029 -1.007  0.277
H11 -2.036 -1.328 -2.141  0.264
H12 -2.706 2.484 -4.264  0.223
H13 -2.883 4.943 -4.161  0.220
H14 -1.385 6.232 -2.680  0.219
H15 0.318 5.055 -1.313  0.227
H16 0.521 2.617 -1.451  0.233
H17 -2.686 -1.294 -4.490  0.218
H18 -2.905 -1.715 -6.909  0.220
H19 -1.571 -0.413 -8.522  0.219
H20 -0.036 1.359 -7.720  0.220
H21 0.209 1.766 -5.294  0.229
C22 5.247 -2.593 3.472  -0.588
C23 3.929 -1.916 3.879  -0.116
C24 3.279 -2.720 5.015  -0.587
C25 4.201 -0.478 4.347  -0.597
C26 3.026 -1.901 2.711  -0.043
C27 2.290 -1.913 1.755  -0.274
H22 5.936 -2.610 4.322  0.200
H23 5.715 -2.054 2.649  0.224
H24 5.061 -3.620 3.153  0.210
H25 3.933 -2.718 5.891  0.207
H26 3.116 -3.755 4.709  0.210
H27 2.320 -2.283 5.303  0.199
H28 5.040 -0.460 5.050  0.201
H29 3.324 -0.062 4.844  0.204
H30 4.449 0.160 3.498  0.238

The value obtained for the HOMO energy (alpha / beta) is -0.2573 / -0.2662 hartree. As for the orbital gap (alpha / beta): 0.2503 / 0.2143 Ha. For the energy relative to the best compared isomer or geometry (same formula, charge and spin), the calculation gives 10.5 kcal per mole. The spin multiplicity is 5.

[3]
A 10-piece molecular cluster, C27H30BCl36INO4 overall at a distorted geometry. Source: OMol25; level of theory: ωB97M-V/def2-TZVPD.

Each line ends with the Mulliken charge.
Element x y z (Å)
C1 3.578 1.182 0.444  -1.258
C2 3.300 0.227 -0.825  2.227
C3 3.436 -1.299 -0.247  -0.946
C4 4.388 0.341 -1.998  -1.272
C5 1.769 0.382 -1.280  -2.034
C6 1.466 1.513 -2.376  2.337
C7 2.180 2.925 -2.128  -1.358
C8 1.702 1.023 -3.914  -1.094
C9 -0.139 1.797 -2.287  -0.180
C10 -1.134 0.664 -1.827  -0.341
C11 -2.684 0.899 -1.693  -0.443
C12 -3.321 2.272 -2.012  0.378
O1 -4.691 2.616 -1.919  -0.323
C13 -5.493 1.560 -1.328  -0.350
C14 -6.990 2.070 -1.049  -0.410
O2 -7.852 1.347 -1.983  -0.366
C15 -9.223 1.652 -1.570  -0.352
C16 -9.909 0.381 -0.803  -0.577
B1 -11.381 -0.015 -1.428  0.388
I1 -11.849 -2.060 -0.640  -0.315
O3 -11.401 -0.046 -2.931  -0.334
N1 -12.156 -1.096 -3.308  0.173
O4 -12.821 -0.800 -4.281  -0.409
C17 -2.347 3.399 -2.519  -0.754
C18 -0.800 3.159 -2.649  -0.296
H1 3.302 2.277 0.287  0.193
H2 4.645 1.044 0.826  0.356
H3 2.878 0.794 1.283  0.231
H4 2.384 -1.549 0.167  0.271
H5 4.227 -1.392 0.569  -0.039
H6 3.593 -1.997 -1.141  0.330
H7 4.041 -0.078 -3.011  0.008
H8 5.273 -0.340 -1.682  0.424
H9 4.862 1.393 -2.098  0.146
H10 1.173 0.676 -0.331  0.454
H11 1.339 -0.606 -1.666  0.470
H12 1.867 3.691 -2.938  0.411
H13 1.903 3.314 -1.072  0.299
H14 3.322 2.891 -2.160  0.141
H15 1.692 -0.121 -4.003  0.279
H16 0.990 1.540 -4.646  0.342
H17 2.769 1.355 -4.225  0.162
H18 -0.779 -0.399 -1.564  0.113
H19 -3.326 0.031 -1.323  0.287
H20 -5.461 0.655 -2.048  0.352
H21 -5.048 1.171 -0.337  0.306
H22 -7.287 1.818 0.032  0.282
H23 -7.013 3.209 -1.256  0.174
H24 -9.200 2.508 -0.803  0.271
H25 -9.843 2.007 -2.462  0.272
H26 -9.157 -0.498 -0.879  0.180
H27 -10.075 0.675 0.290  0.168
H28 -12.258 0.711 -1.047  -0.214
H29 -2.799 4.406 -2.791  0.294
H30 -0.198 4.053 -3.010  0.075
C19 4.478 -3.132 3.704  0.140
Cl1 5.823 -2.353 2.843  -0.063
Cl2 4.392 -4.845 3.243  -0.112
Cl3 4.742 -3.002 5.457  0.050
Cl4 2.953 -2.326 3.275  -0.070
C20 5.125 1.639 4.737  0.267
Cl5 6.582 0.834 5.355  -0.094
Cl6 5.499 2.473 3.208  -0.130
Cl7 3.859 0.427 4.455  0.128
Cl8 4.555 2.826 5.933  -0.109
C21 10.217 1.746 3.092  0.263
Cl9 11.087 3.214 2.597  -0.106
Cl10 10.718 1.285 4.734  -0.107
Cl11 8.468 2.058 3.073  0.035
Cl12 10.594 0.425 1.965  -0.102
C22 -14.080 -3.078 -7.037  0.342
Cl13 -13.202 -1.585 -7.429  -0.084
Cl14 -13.672 -3.590 -5.389  -0.051
Cl15 -15.830 -2.784 -7.152  -0.121
Cl16 -13.618 -4.355 -8.187  -0.120
C23 4.688 -3.226 9.586  0.284
Cl17 4.293 -3.068 11.312  -0.105
Cl18 6.077 -4.316 9.394  -0.092
Cl19 3.289 -3.893 8.718  -0.060
Cl20 5.092 -1.628 8.921  -0.039
C24 6.626 -0.892 -5.366  0.289
Cl21 7.579 -1.560 -6.710  -0.096
Cl22 5.135 -0.165 -6.001  -0.042
Cl23 6.213 -2.191 -4.228  -0.096
Cl24 7.579 0.351 -4.525  -0.084
C25 0.783 -0.147 7.653  0.181
Cl25 -0.289 0.450 8.938  -0.107
Cl26 -0.169 -0.462 6.186  -0.090
Cl27 2.025 1.074 7.303  -0.033
Cl28 1.569 -1.650 8.183  0.037
C26 1.374 -7.454 10.140  0.308
Cl29 1.861 -8.845 11.133  -0.099
Cl30 2.102 -5.973 10.797  -0.053
Cl31 1.930 -7.696 8.470  -0.091
Cl32 -0.396 -7.303 10.159  -0.090
C27 5.701 3.077 -8.590  0.305
Cl33 4.631 3.663 -7.299  -0.086
Cl34 4.744 2.758 -10.053  -0.096
Cl35 6.932 4.308 -8.944  -0.105
Cl36 6.495 1.578 -8.064  -0.022

Its charge is -1. The value obtained for the HOMO energy is -0.1736 hartree. As for the orbital gap: 0.2014 Ha.